(1)
# C20H21NO4

A single C20H21NO4 molecule (wB97M-V/def2-TZVPD, the Open Molecules 2025 dataset).

Each line ends with the Mulliken charge.
Element x y z (Å)
C: 4.94271 0.11184 -1.70199  -1.582
C: 4.40130 -0.76065 -0.57643  0.585
C: 3.06587 -1.43918 -0.96323  -1.137
N: 1.99143 -0.64350 -0.40357  0.547
C: 0.67670 -0.91076 -0.96483  -0.845
C: -0.28721 0.21702 -0.67816  0.652
C: 0.13211 1.55089 -0.68049  0.347
O: 1.41009 1.90788 -0.87126  -0.751
C: -0.80902 2.56768 -0.48095  -1.169
C: -2.13212 2.27294 -0.27407  -0.918
C: -2.58420 0.94924 -0.24951  1.247
C: -1.63748 -0.06410 -0.45850  0.014
O: -1.97945 -1.38451 -0.46538  -0.486
C: -3.24848 -1.82073 -0.25759  0.106
O: -3.44285 -3.01172 -0.26947  -0.677
C: -4.28157 -0.80662 -0.03594  0.223
C: -5.59297 -1.23717 0.16973  -0.365
C: -6.59789 -0.32053 0.38096  -0.641
C: -6.29495 1.03737 0.38804  -0.574
C: -5.00332 1.47334 0.18650  -0.729
C: -3.96434 0.56216 -0.03068  0.792
C: 2.00008 -0.74166 1.04763  -1.090
C: 3.44044 -0.51169 1.55873  0.421
C: 3.46871 0.41575 2.76498  -1.696
O: 4.21976 0.08253 0.54347  -0.438
H: 5.83176 0.63200 -1.35753  0.382
H: 5.19690 -0.49841 -2.56415  0.419
H: 4.19941 0.85240 -1.98458  0.301
H: 5.14090 -1.54199 -0.32428  0.379
H: 3.03329 -2.47809 -0.59412  0.311
H: 2.96931 -1.46323 -2.04995  0.367
H: 0.78684 -1.00345 -2.05171  0.278
H: 0.25489 -1.85549 -0.59141  0.386
H: 1.97405 1.09921 -0.80321  0.416
H: -0.46026 3.58776 -0.49665  0.437
H: -2.82988 3.08033 -0.12518  0.363
H: -5.78603 -2.29901 0.15652  0.494
H: -7.61328 -0.64980 0.53981  0.398
H: -7.08087 1.75987 0.55331  0.413
H: -4.79837 2.53178 0.19749  0.344
H: 1.63018 -1.72539 1.38403  0.417
H: 1.33173 0.02696 1.44393  0.499
H: 3.89050 -1.48291 1.83031  0.368
H: 4.48985 0.53230 3.11658  0.412
H: 2.85751 0.00733 3.56498  0.400
H: 3.08823 1.39205 2.47787  0.381

Properties
E   -30761.8112 eV
SMILES   C[C@@H]1CN(Cc2c(O)ccc3c2oc(=O)c2ccccc23)C[C@H](C)O1

***

(2)
# C20H22As2IRuS4Sb

A molecular structure, C20H22As2IRuS4Sb (wB97M-V/def2-TZVPD, the Open Molecules 2025 dataset).

Each line ends with the Löwdin spin population.
Element x y z (Å)
Ru: 0.12279 0.55225 -0.13254  1.516
S: 3.06362 2.76384 -2.75867  0.894
Sb: 2.96600 3.56079 -0.61757  0.254
S: 0.64983 3.30652 -0.21878  0.452
S: 1.39397 1.85813 1.29052  0.411
S: 3.52015 1.68092 1.06127  0.143
C: -1.41625 -2.74683 -0.23119  0.013
As: -0.30354 -1.53754 0.89545  0.068
C: 1.15045 -2.71212 1.47499  0.021
C: -1.14223 -1.08574 2.66190  0.017
C: -1.09150 -1.85140 3.85779  0.003
C: -1.57031 -1.41417 5.05311  0.000
C: -2.45816 -0.22751 4.99017  0.001
C: -2.70370 0.46109 3.82836  0.001
C: -1.96128 0.05984 2.68921  0.012
As: -1.83697 1.33290 1.18523  0.016
C: -3.57967 1.06998 0.28738  -0.002
C: -2.11536 3.13186 1.86199  0.001
H: -1.68577 -3.60034 0.41193  0.003
H: -0.77516 -3.09369 -1.06771  0.000
H: -2.21341 -2.12102 -0.62697  0.000
H: 0.74761 -3.55543 1.98564  0.003
H: 1.58767 -1.98911 2.25578  0.001
H: 1.85710 -2.95603 0.65463  0.000
H: -0.57505 -2.86021 3.84690  0.000
H: -1.30624 -1.77669 6.03450  0.000
H: -2.93337 -0.03048 5.95549  0.000
H: -3.47089 1.30004 3.81368  0.000
H: -3.54607 0.09411 -0.21199  0.000
H: -3.58512 1.88924 -0.47713  0.000
H: -4.40053 1.19029 1.00352  0.000
H: -2.61138 3.76921 1.08663  0.000
H: -1.09719 3.49566 2.11954  0.001
H: -2.75651 3.06302 2.76103  0.000
I: -1.53525 0.69485 -2.21676  0.043
C: 0.26338 0.57898 -3.45588  0.000
C: 0.20800 1.01523 -4.79616  0.012
C: 1.37475 0.78036 -5.57289  -0.004
C: 2.49739 0.20138 -4.97635  0.007
C: 2.50652 -0.26721 -3.64286  0.008
C: 3.60065 -0.97223 -3.07670  0.033
C: 3.67169 -1.23497 -1.73089  -0.001
C: 2.62651 -0.73881 -0.89015  0.045
C: 1.58795 -0.02346 -1.34867  0.007
C: 1.41185 0.11196 -2.77327  0.013
H: -0.71738 1.42625 -5.23580  0.001
H: 1.25805 1.08053 -6.61276  0.000
H: 3.43215 0.10677 -5.51228  0.000
H: 4.46189 -1.33885 -3.77527  0.001
H: 4.57805 -1.74572 -1.27578  -0.001
H: 2.85026 -0.69645 0.16836  0.003

Properties
<S²>   6.025
E   -203330.4238 eV
Multiplicity   5

***

(3)
# C20H22BFN10ORu

A molecular structure, C20H22BFN10ORu (wB97M-V/def2-TZVPD, the Open Molecules 2025 dataset).

Each line ends with the Löwdin spin population.
Element x y z (Å)
Ru: 0.79205 -0.44729 0.21474  3.075
C: 1.35345 3.34870 1.88931  0.015
C: 1.51441 1.97833 1.91525  0.021
N: 0.79803 1.43189 0.91495  0.048
N: 0.19701 2.43049 0.22068  0.010
C: 0.52737 3.59279 0.80312  0.043
B: -0.67710 2.10936 -1.02751  0.005
N: -1.68721 1.00408 -0.59711  0.002
C: -3.00813 0.84892 -0.75139  0.038
C: -3.38399 -0.40451 -0.29072  0.013
C: -2.20874 -0.99515 0.12149  0.023
N: -1.18321 -0.13882 -0.06338  0.022
N: 0.19643 1.51156 -2.13948  0.009
C: 0.25207 1.71810 -3.47553  0.020
C: 1.21080 0.89259 -4.01203  0.011
C: 1.71285 0.17543 -2.92887  0.017
N: 1.10474 0.54746 -1.80546  0.136
N: -1.39566 3.41608 -1.45378  0.106
C: -2.39249 4.03089 -0.88169  0.196
C: -2.55487 5.30858 -1.54055  0.422
C: -1.52690 5.33046 -2.51406  0.023
N: -0.79788 4.25012 -2.43431  0.219
H: 1.78971 4.07425 2.55413  0.001
H: 2.10790 1.36307 2.57278  0.000
H: 0.18329 4.53984 0.42084  0.002
H: -3.61940 1.61620 -1.19779  0.002
H: -4.37386 -0.82724 -0.27629  0.000
H: -2.03905 -1.97388 0.53962  0.000
H: -0.39644 2.41512 -3.97856  0.003
H: 1.50584 0.81911 -5.04424  0.001
H: 2.49439 -0.56765 -2.91030  0.000
H: -2.96423 3.61193 -0.06486  0.005
H: -3.24208 6.10175 -1.28091  0.016
H: -1.27647 6.11766 -3.20949  -0.003
C: -0.29757 -4.33231 -1.65701  0.001
C: 0.57035 -3.51055 -0.76095  0.012
O: 0.40859 -2.25333 -0.72584  0.084
N: 1.42245 -4.13805 0.02100  0.016
C: 2.31556 -3.50590 0.99721  0.001
C: 1.58865 -2.99407 2.22791  0.010
C: 1.77992 -3.57776 3.46865  0.005
C: 1.08492 -3.09237 4.56735  0.001
C: 0.20018 -2.04044 4.40615  0.004
C: 0.06916 -1.48711 3.14494  0.013
N: 0.75639 -1.94060 2.08789  0.120
H: -0.87814 -3.68807 -2.31018  0.000
H: -0.97678 -4.93928 -1.05512  0.000
H: 0.30442 -5.00856 -2.26436  0.000
H: 1.39559 -5.14883 0.00442  0.001
H: 2.84899 -2.68600 0.52721  0.000
H: 3.05060 -4.25416 1.27789  0.000
H: 2.46427 -4.40975 3.56715  0.001
H: 1.22738 -3.54147 5.54153  0.000
H: -0.37003 -1.64498 5.23463  0.001
H: -0.61054 -0.65896 2.97271  0.002
F: 2.63303 -0.37764 0.43820  0.229

Properties
<S²>   8.780
Total charge   +3
E   -43994.9091 eV
Multiplicity   6

***

(4)
# C20H22BrN2O2PtTe

A molecular structure, C20H22BrN2O2PtTe (wB97M-V/def2-TZVPD, the Open Molecules 2025 dataset).

Each line ends with the Mulliken charge.
Element x y z (Å)
Pt: -0.64820 0.28450 0.45438  0.559
C: -3.73998 -1.90498 2.36966  -1.388
C: -2.66536 -1.58621 1.36547  1.017
O: -1.85907 -0.66546 1.77152  -0.811
C: -2.61003 -2.28890 0.18019  -1.168
C: -1.69724 -2.12758 -0.91219  1.304
C: -1.85307 -2.99798 -2.13050  -1.390
N: -0.73221 -1.26958 -0.86493  0.098
N: 0.07663 -1.09473 -1.98209  -0.796
C: 0.74494 0.01653 -1.89665  0.377
O: 0.61274 0.92513 -0.97586  -0.659
C: 1.74229 0.30989 -2.96025  0.429
C: 1.84988 -0.48922 -4.09561  -0.320
C: 2.76999 -0.18425 -5.08585  -0.594
C: 3.60197 0.92176 -4.95436  -0.352
C: 3.50511 1.71374 -3.82000  -0.592
C: 2.57939 1.41057 -2.83057  -0.382
H: -3.28386 -2.09126 3.34287  0.273
H: -4.32936 -2.77065 2.07063  0.332
H: -4.39662 -1.03925 2.47433  0.307
H: -3.37102 -3.04626 0.04570  0.133
H: -2.80509 -3.52694 -2.11224  0.394
H: -1.03962 -3.72466 -2.17562  0.270
H: -1.78478 -2.39425 -3.03350  0.334
H: 1.19512 -1.34580 -4.18355  0.420
H: 2.84161 -0.81365 -5.96468  0.362
H: 4.31325 1.16536 -5.73393  0.362
H: 4.15657 2.57139 -3.70497  0.379
H: 2.49354 2.02128 -1.94171  0.442
Br: -1.74016 6.52040 2.79347  -0.267
C: -1.43766 4.73135 2.17833  0.213
C: -1.07574 3.75423 3.08554  -0.681
C: -0.82132 2.46768 2.61881  0.139
C: -0.91031 2.12878 1.26374  -0.284
C: -1.29070 3.15599 0.39028  -0.093
C: -1.55399 4.45047 0.82944  -0.591
H: -0.98430 3.99156 4.13809  0.368
H: -0.53540 1.70709 3.33658  0.001
H: -1.36681 2.95162 -0.67179  0.330
H: -1.83500 5.22683 0.12964  0.371
C: 2.58129 -1.35965 4.30658  -1.106
Te: 0.69952 -1.12630 3.27306  0.397
C: 1.38463 -2.44917 1.73967  -0.787
H: 2.66275 -2.34032 4.77298  0.302
H: 2.66238 -0.59074 5.07418  0.313
H: 3.39057 -1.22993 3.58957  0.309
H: 2.42795 -2.21346 1.53901  0.364
H: 0.79211 -2.26875 0.84579  0.012
H: 1.28265 -3.48619 2.05129  0.350

Properties
Total charge   -1
E   -108756.1190 eV

***

(5)
# C20H22BrN4O4PtS2Sb

A molecular structure, C20H22BrN4O4PtS2Sb (wB97M-V/def2-TZVPD, the Open Molecules 2025 dataset).

Each line ends with the Mulliken charge.
Element x y z (Å)
Pt: -0.06755 -0.36118 -0.53201  1.364
O: 1.71197 0.79946 2.10771  -0.532
S: 1.76166 -0.42907 1.42435  1.196
O: 2.60604 -1.50510 2.03632  -0.655
O: 0.38876 -1.25939 1.40814  -0.803
O: 1.99629 -0.39975 -0.05596  -0.729
N: 0.20122 2.06103 -3.98119  -0.183
C: -0.09166 1.20474 -5.07667  0.215
C: -0.56562 1.71679 -6.26950  -0.667
C: -0.86359 0.84296 -7.30808  -0.690
C: -0.72145 -0.52669 -7.13696  -0.622
C: -0.27190 -1.03557 -5.92392  -0.709
C: 0.06441 -0.15738 -4.90881  0.664
S: 0.82839 -0.67558 -3.41344  -0.017
N: 0.05507 0.46184 -2.34265  -0.362
C: 0.05087 1.72072 -2.69445  0.943
C: -0.09460 2.82880 -1.69632  0.797
C: -0.17927 4.15914 -2.08593  -1.055
C: -0.18854 5.14171 -1.10529  -0.562
C: -0.12315 4.76480 0.22209  -0.991
C: -0.07795 3.40840 0.51564  -0.068
N: -0.06892 2.46393 -0.41646  0.059
H: 0.24556 3.04190 -4.19785  0.185
H: -0.69942 2.78467 -6.39554  0.381
H: -1.21743 1.23891 -8.24960  0.406
H: -0.95759 -1.20340 -7.94614  0.419
H: -0.15578 -2.10272 -5.78470  0.461
H: -0.24410 4.47789 -3.11652  0.338
H: -0.24268 6.18494 -1.38472  0.458
H: -0.11398 5.49696 1.01695  0.426
H: -0.04116 3.06710 1.54415  0.472
Br: -2.23721 -2.28363 -2.53484  -0.031
C: -2.93198 -1.06479 -1.29366  0.497
C: -4.30893 -0.97844 -1.14942  -0.643
C: -4.83476 -0.07151 -0.25229  -0.218
C: -3.96645 0.72618 0.48498  -1.028
C: -2.61468 0.57839 0.30018  0.092
N: -2.09128 -0.31128 -0.57949  -0.090
H: -4.94037 -1.62291 -1.74258  0.464
H: -5.90608 0.01019 -0.12798  0.433
H: -4.32662 1.45205 1.19920  0.452
H: -1.89734 1.16954 0.84886  0.496
C: -0.40826 -3.84544 0.49725  -1.049
Sb: 1.40970 -3.21818 1.31520  1.333
C: 2.93390 -3.65553 -0.05323  -1.110
C: 1.62568 -4.13511 3.17480  -1.028
H: -0.31406 -4.93492 0.46068  0.539
H: -0.53040 -3.45190 -0.50929  0.124
H: -1.24851 -3.57461 1.13157  0.363
H: 3.49243 -4.49694 0.35662  0.425
H: 3.57651 -2.78457 -0.14729  0.353
H: 2.49865 -3.92217 -1.01325  0.386
H: 1.67598 -5.21299 3.01732  0.381
H: 0.76741 -3.90522 3.80269  0.369
H: 2.54388 -3.77780 3.63414  0.349

Properties
Total charge   +2
E   -136729.5354 eV

***

(6)
# C20H22ClN3O4

A single C20H22ClN3O4 molecule (wB97M-V/def2-TZVPD, the Open Molecules 2025 dataset).

Each line ends with the Mulliken charge.
Element x y z (Å)
C: -6.50495 -3.01472 1.31704  -1.304
C: -5.84597 -3.49429 2.63765  0.437
C: -6.11643 -2.53039 3.83143  -1.325
O: -4.46110 -3.87454 2.43572  -0.426
C: -3.44676 -2.96838 2.32477  0.416
N: -3.72601 -1.69207 2.00797  -0.303
C: -2.72961 -0.84653 1.80854  -0.484
C: -1.39787 -1.18534 1.91565  0.225
C: -0.35904 -0.15832 1.71122  0.431
N: 0.94423 -0.42588 1.71848  -0.661
C: 1.47288 0.79815 1.31530  1.015
C: 2.76743 1.18118 1.10059  -0.747
C: 3.00297 2.38536 0.42393  0.642
C: 4.41567 2.77820 -0.06535  -1.047
C: 4.50191 2.98993 -1.55665  -0.854
C: 4.25514 1.79267 -2.46063  -0.269
C: 4.12178 2.22049 -3.88855  -0.662
C: 3.78441 1.09788 -4.88930  -0.662
C: 2.30948 0.62858 -4.74909  0.531
O: 2.06346 -0.44475 -4.15025  -0.593
O: 1.35195 1.39465 -5.27213  -0.445
C: 1.88224 3.21829 0.14776  -0.647
N: 0.57357 2.89979 0.45602  -0.710
C: 0.42223 1.67742 1.00534  0.173
O: -0.73365 1.12031 1.37747  -0.359
C: -1.08666 -2.49810 2.28656  -0.468
C: -2.15385 -3.41951 2.48875  0.164
Cl: -1.80465 -5.08625 2.89915  -0.193
H: -6.14642 -2.01694 1.04223  0.277
H: -6.26376 -3.72933 0.55975  0.345
H: -7.60370 -2.93530 1.43343  0.409
H: -6.37426 -4.40098 2.88572  0.367
H: -5.66794 -2.86786 4.77533  0.332
H: -5.75706 -1.51106 3.64495  0.289
H: -7.20760 -2.49346 3.97416  0.421
H: -3.00836 0.18117 1.53365  0.472
H: 3.56890 0.46353 1.33091  0.336
H: 5.07652 1.92420 0.12244  0.295
H: 4.77642 3.61740 0.51491  0.429
H: 3.85533 3.81540 -1.87917  0.399
H: 5.49174 3.37020 -1.77009  0.502
H: 3.36484 1.25323 -2.08360  0.346
H: 5.12249 1.12850 -2.35705  0.215
H: 3.31538 2.99685 -4.02721  0.338
H: 5.10891 2.63857 -4.17228  0.312
H: 4.39270 0.24081 -4.74696  0.350
H: 3.89816 1.45587 -5.92921  0.355
H: 0.50300 0.95837 -5.07690  0.355
H: 2.08550 4.14363 -0.34203  0.434
H: -0.03362 -2.77662 2.38962  0.545

Properties
E   -46280.1105 eV
SMILES   CC(C)Oc1ncc(-c2nc3cc(CCCCCC(=O)O)cnc3o2)cc1Cl

***

Asked for F_max across the records above, the calculation gives 0.020; 0.079; 0.017; 0.016; 0.013; 0.077 hartree/bohr in order.